C9H20N6O2 | the ωB97M-V functional and the def2-TZVPD basis

The calculation puts the energy above the lowest of the compared OMol25 structures with the same formula, charge and spin at 2.6 kcal per mole. As for the structure (SMILES): C/C(=N\N=C(\N)[O-])[C@H](C(=O)N(C)C)[N+](C)(C)N. The value obtained for the gap between HOMO and LUMO is 6.4 eV.

Positions of all 37 atoms, in Å:
C  1.163  -2.269  -0.594
C  0.789  -0.831  -0.574
C  -0.395  -0.397  0.257
C  -1.124  0.778  -0.394
O  -0.714  1.949  -0.329
N  -2.345  0.515  -0.933
C  -3.218  1.622  -1.255
C  -2.984  -0.800  -0.937
N  1.417  0.138  -1.161
N  2.531  -0.052  -1.813
C  3.427  1.011  -1.531
N  4.547  0.798  -2.294
O  3.274  1.902  -0.704
H  0.294  -2.866  -0.896
H  1.984  -2.420  -1.301
H  1.501  -2.615  0.389
H  -1.076  -1.248  0.381
H  -2.631  2.522  -1.447
H  -3.808  1.355  -2.139
H  -3.926  1.829  -0.434
H  -2.247  -1.588  -1.126
H  -3.505  -1.009  0.015
H  -3.721  -0.814  -1.748
H  4.437  0.126  -3.043
H  5.175  1.571  -2.425
C  -1.198  0.413  2.440
N  -0.007  0.009  1.617
C  0.703  -1.060  2.375
N  0.886  1.163  1.645
H  -1.879  -0.438  2.537
H  -0.780  0.710  3.403
H  -1.691  1.272  1.981
H  0.057  -1.937  2.466
H  1.635  -1.306  1.861
H  0.926  -0.618  3.349
H  1.854  0.841  1.531
H  0.646  1.745  0.830

C9H20O | the ωB97M-V functional and the def2-TZVPD basis

The calculation puts the energy above the lowest of the compared OMol25 structures with the same formula, charge and spin at 9.4 kcal per mole. As for the structure (SMILES): C[C@@H](O)C(C)(C)C(C)(C)C. The value obtained for the gap between HOMO and LUMO is 10.0 eV.

Positions of all 30 atoms, in Å:
C  0.221  -0.394  -0.234
C  -1.087  0.281  0.168
C  1.457  0.345  0.697
C  0.257  -1.884  0.105
C  0.552  -0.221  -1.717
C  -2.324  -0.704  -0.413
C  -1.312  1.656  -0.461
C  -1.290  0.409  1.676
C  2.859  -0.085  0.271
O  1.418  1.755  0.760
H  1.699  2.095  -0.097
H  1.283  0.014  1.723
H  -0.359  -2.449  -0.589
H  1.270  -2.270  0.013
H  -0.084  -2.085  1.117
H  -0.282  -0.546  -2.335
H  0.773  0.814  -1.968
H  1.405  -0.841  -1.984
H  -0.587  2.377  -0.096
H  -2.327  0.671  1.879
H  -2.147  -1.151  -1.387
H  -2.533  -1.491  0.306
H  -3.215  -0.090  -0.521
H  -2.294  2.022  -0.164
H  -1.285  1.625  -1.546
H  -1.069  -0.518  2.199
H  -0.664  1.200  2.082
H  3.075  0.224  -0.751
H  2.998  -1.159  0.346
H  3.590  0.398  0.922

C9H20O | the ωB97M-V functional and the def2-TZVPD basis

The calculation puts the energy above the lowest of the compared OMol25 structures with the same formula, charge and spin at 6.8 kcal per mole. As for the structure (SMILES): C1CCCCC1.CCOC. The value obtained for the gap between HOMO and LUMO is 11.0 eV.

Positions of all 30 atoms, in Å:
C  -0.408  -2.557  -0.125
C  -1.273  -1.491  0.550
C  0.654  -1.915  -1.021
C  -1.916  -0.569  -0.488
C  0.011  -0.993  -2.059
C  -0.854  0.073  -1.383
H  -1.057  -3.204  -0.746
H  0.074  -3.198  0.638
H  -0.634  -0.885  1.221
H  -2.054  -1.970  1.171
H  1.252  -2.698  -1.525
H  1.342  -1.320  -0.390
H  -2.514  0.214  0.016
H  -2.604  -1.164  -1.118
H  -0.627  -1.599  -2.730
H  0.792  -0.514  -2.679
H  -1.335  0.714  -2.147
H  -0.205  0.720  -0.762
O  1.342  1.088  1.099
C  2.481  1.206  0.276
C  -0.559  2.120  2.090
C  0.646  2.320  1.196
H  2.976  0.221  0.241
H  3.196  1.945  0.677
H  2.210  1.501  -0.752
H  -1.227  1.351  1.666
H  -0.241  1.795  3.095
H  -1.124  3.062  2.187
H  1.319  3.095  1.613
H  0.335  2.652  0.187

C9H20OSi | the ωB97M-V functional and the def2-TZVPD basis

The calculation puts the energy above the lowest of the compared OMol25 structures with the same formula, charge and spin at 91.6 kcal per mole. As for the structure (SMILES): C/C=[Si](\OC)C(C)C.C=CC. The value obtained for the gap between HOMO and LUMO is 8.2 eV.

Positions of all 31 atoms, in Å:
C  0.337  2.324  2.224
C  0.993  1.031  1.863
C  -2.200  -0.072  0.778
C  -3.299  -0.241  -1.555
C  2.188  -1.838  -1.288
C  0.546  -2.643  0.604
C  1.360  2.128  -1.515
C  -2.699  0.416  -0.362
C  1.617  -1.616  0.154
O  1.296  0.768  -1.122
Si  1.085  0.163  0.376
H  0.919  2.823  3.035
H  0.315  3.016  1.428
H  0.834  0.202  2.539
H  -2.231  -1.105  1.146
H  -0.657  2.141  2.604
H  -1.882  0.571  1.553
H  -3.874  0.600  -2.222
H  -4.045  -1.084  -1.163
H  -2.560  -0.657  -2.182
H  2.429  -2.870  -1.531
H  1.383  -1.546  -2.004
H  2.953  -1.111  -1.282
H  0.910  -3.711  0.689
H  -0.434  -2.609  0.196
H  0.356  -2.488  1.594
H  1.880  2.769  -0.766
H  0.404  2.730  -1.485
H  1.913  2.281  -2.559
H  -2.436  1.503  -0.432
H  2.597  -1.874  0.686

C9H21AgClN3O3 | the ωB97M-V functional and the def2-TZVPD basis

The calculation puts the energy above the lowest of the compared OMol25 structures with the same formula, charge and spin at 29.7 kcal per mole. The value obtained for the gap between HOMO and LUMO is 6.2 eV.

Positions of all 38 atoms, in Å:
Ag  4.639  0.550  -0.001
Cl  2.005  -0.145  -0.020
C  -1.126  0.869  2.067
C  -1.129  2.283  1.532
O  -1.632  3.185  2.174
N  -0.626  2.479  0.278
C  -0.669  3.804  -0.291
H  -0.618  0.872  3.029
H  -0.736  0.180  1.318
H  -2.159  0.587  2.271
H  0.101  1.856  -0.033
H  -1.541  4.034  -0.901
H  0.234  3.957  -0.891
H  -0.562  4.596  0.452
C  -0.952  -2.882  1.057
C  -0.121  -3.259  2.273
O  -0.481  -4.171  2.998
N  1.033  -2.571  2.455
C  2.003  -2.864  3.480
H  -1.782  -2.312  1.480
H  -1.263  -3.758  0.502
H  -0.397  -2.193  0.417
H  1.133  -1.679  1.997
H  1.695  -3.721  4.075
H  2.103  -2.030  4.180
H  2.985  -3.062  3.046
C  -1.664  -0.157  -2.213
C  -0.845  0.249  -3.432
O  -1.368  0.314  -4.530
N  0.452  0.541  -3.198
C  1.325  1.084  -4.219
H  -2.188  -1.070  -2.481
H  -2.353  0.613  -1.876
H  -0.971  -0.333  -1.385
H  0.811  0.353  -2.279
H  1.187  2.170  -4.248
H  1.125  0.666  -5.200
H  2.354  0.964  -3.882

C9H21AlNO3V | the ωB97M-V functional and the def2-TZVPD basis

The calculation puts the energy above the lowest of the compared OMol25 structures with the same formula, charge and spin at 0.0 kcal per mole. The value obtained for the gap between HOMO and LUMO is 2.7 eV.

Positions of all 36 atoms, in Å:
C  0.449  1.897  -2.548
C  -0.599  1.886  -1.426
Al  -0.089  0.355  -0.149
C  -0.238  -1.530  -0.971
C  0.931  -2.358  -0.358
C  0.906  -3.844  -0.771
N  1.752  -4.743  0.020
O  0.239  -4.239  -1.632
C  -1.299  0.303  1.540
C  -0.405  0.166  2.790
C  -1.262  0.340  4.097
C  0.655  1.327  2.784
H  1.302  2.486  -2.204
H  0.733  0.856  -2.767
H  -0.064  2.387  -3.411
H  -0.492  2.841  -0.887
H  -1.641  1.833  -1.777
H  1.471  0.536  0.182
H  -0.225  -1.517  -2.070
H  -1.161  -2.004  -0.604
H  1.867  -1.848  -0.619
H  0.767  -2.341  0.734
H  1.363  -4.668  0.965
H  2.637  -4.234  0.102
H  -1.896  1.226  1.530
H  -1.977  -0.558  1.449
H  0.135  -0.789  2.788
H  -1.770  -0.592  4.363
H  -0.564  0.657  4.880
H  -1.950  1.172  3.908
H  0.857  1.730  3.784
H  1.604  0.951  2.391
H  0.311  2.132  2.120
O  -0.711  4.203  -4.578
V  -0.766  3.344  -6.060
O  -0.869  2.636  -7.594

C9H21Be2NO6 | the ωB97M-V functional and the def2-TZVPD basis

The calculation puts the energy above the lowest of the compared OMol25 structures with the same formula, charge and spin at 7.4 kcal per mole. As for the net charge: +1. The value obtained for the gap between HOMO and LUMO (spin up / spin down) is 3.6 / 2.6 eV. The spin multiplicity is 2. Its expectation value of S² is 1.747.

Positions of all 39 atoms, in Å:
Be  1.978  -4.422  -1.211
Be  4.583  -3.433  -4.193
C  1.853  -1.638  -2.636
O  1.718  -0.610  -3.226
O  1.324  -1.863  -1.516
O  2.477  -2.617  -3.040
C  -0.768  1.394  -5.671
C  -0.948  1.819  -4.203
O  0.276  2.064  -3.596
H  -1.735  1.104  -6.082
H  -0.234  0.455  -5.818
H  -0.278  2.169  -6.261
H  -1.373  1.053  -3.555
H  -1.521  2.746  -4.229
H  0.578  1.165  -3.448
C  3.125  1.547  2.200
O  2.886  0.438  1.408
C  1.922  -0.489  1.785
C  0.720  0.072  2.424
N  -0.157  -0.990  2.951
C  -1.236  -0.688  3.834
C  -2.425  -0.071  3.133
O  -2.965  -0.815  2.030
C  -4.138  -0.244  1.346
H  4.038  2.009  1.826
H  3.349  1.489  3.266
H  2.265  2.183  1.991
H  2.590  -1.181  2.299
H  1.733  -1.161  0.948
H  0.256  0.669  1.639
H  0.979  0.765  3.224
H  0.335  -1.793  3.317
H  -0.792  0.107  4.433
H  -1.352  -1.581  4.448
H  -2.253  0.954  2.806
H  -3.307  -0.035  3.774
H  -4.961  -0.655  1.930
H  -4.196  -0.741  0.377
H  -4.345  0.825  1.298

C9H21BrFeIO2P2 | the ωB97M-V functional and the def2-TZVPD basis

The calculation puts the energy above the lowest of the compared OMol25 structures with the same formula, charge and spin at 0.0 kcal per mole. As for the net charge: +2. The value obtained for the gap between HOMO and LUMO (spin up / spin down) is 4.2 / 6.9 eV. The spin multiplicity is 6. Its expectation value of S² is 8.860.

Positions of all 37 atoms, in Å:
C  -3.606  0.884  -0.254
C  -2.836  -0.318  -0.097
H  -4.698  0.685  -0.294
H  -3.310  1.383  -1.198
H  -3.404  1.555  0.603
O  -2.797  -1.484  0.013
I  1.093  2.779  -0.225
Fe  0.692  0.404  -0.009
P  0.524  0.206  2.274
C  0.881  -1.355  3.133
C  1.724  1.349  3.034
H  1.540  1.359  4.117
H  -1.230  0.499  3.853
H  1.606  2.356  2.614
H  -1.199  1.840  2.652
H  1.948  -1.594  3.032
H  2.741  0.994  2.830
C  -1.119  0.754  2.791
H  0.630  -1.245  4.198
H  -1.905  0.260  2.204
H  0.296  -2.171  2.694
P  0.735  -0.238  -2.209
C  1.157  -1.933  -2.713
C  -0.845  0.184  -2.978
H  1.868  1.812  -2.865
H  1.933  0.542  -4.143
H  3.004  0.445  -2.703
C  2.013  0.744  -3.066
H  -0.929  1.275  -3.061
H  -0.860  -0.274  -3.976
H  1.010  -2.040  -3.798
H  0.525  -2.653  -2.180
H  -1.688  -0.194  -2.383
H  2.206  -2.140  -2.467
C  -0.174  -1.421  0.141
O  -0.304  -2.575  0.239
Br  2.778  -0.672  0.195

Q: What is the energy above the lowest of the compared OMol25 structures with the same formula, charge and spin in the fourth record?
A: 91.6 kcal per mole

Q: The highest energy above the lowest of the compared OMol25 structures with the same formula, charge and spin belongs to which entry?
A: C9H20OSi